# 1
Density functional theory data (ωB97M-V with the def2-TZVPD basis set) for a cluster of 14 separate species, C42H118N6O23 in total.

Net charge: +1
Spin multiplicity: 2
Frontier orbital gap (spin up / spin down) in Ha: 0.307 / 0.120

Element x y z (Å)
C  1.8319  1.6083  1.2755
C  0.8006  0.5524  1.6893
C  0.4783  -0.5021  0.6774
O  -0.0820  -0.0238  -0.5710
C  -0.3870  -1.0885  -1.4076
N  1.1869  -0.1217  2.9335
H  1.2481  2.3432  0.7213
H  2.6469  1.2323  0.6570
H  2.3184  2.1190  2.1065
H  -0.1252  1.0170  2.0287
H  -0.1439  -1.2780  1.1234
H  1.4225  -0.9491  0.3665
H  0.5118  -1.6441  -1.6751
H  -0.7789  -0.7486  -2.3663
H  -1.0924  -1.7396  -0.8913
H  1.0162  0.5864  3.6331
H  0.4620  -0.7869  3.1623
C  0.7645  -4.1267  3.9176
C  0.2710  -4.6697  2.5873
C  0.2735  -6.2648  2.6145
O  0.6240  -6.6948  1.3174
C  0.6294  -8.1032  1.2137
N  -1.0738  -4.1800  2.3275
H  1.7805  -4.4336  4.1661
H  -0.0001  -4.2935  4.6762
H  0.8504  -3.0451  3.8129
H  0.9247  -4.2880  1.8031
H  -0.6630  -6.6685  2.9995
H  1.0269  -6.6384  3.3080
H  0.6291  -8.4599  0.1837
H  -0.1389  -8.5466  1.8470
H  1.5880  -8.4449  1.6043
H  -1.4078  -4.6028  1.4732
H  -1.6862  -4.6313  2.9918
C  -4.1912  1.2566  2.2691
C  -4.6538  -0.0573  1.6851
C  -4.0984  -0.2841  0.2289
O  -4.9876  -1.1023  -0.5375
C  -4.4567  -1.5433  -1.7506
N  -4.2697  -1.1622  2.6261
H  -4.7112  1.4327  3.2108
H  -4.4661  2.0759  1.6047
H  -3.1104  1.2218  2.4059
H  -5.7357  -0.0409  1.5536
H  -3.1097  -0.7374  0.2992
H  -4.0499  0.6714  -0.2934
H  -3.6381  -2.2393  -1.5674
H  -4.0645  -0.7708  -2.4121
H  -5.2194  -2.1918  -2.1817
H  -4.6255  -2.0248  2.2395
H  -3.2613  -1.2082  2.5940
C  -1.5219  4.2655  0.8385
C  -2.7809  4.8888  1.4618
C  -2.5887  6.3278  2.0649
O  -1.7216  6.1942  3.2070
C  -1.4534  7.4134  3.8608
N  -3.7459  4.9570  0.3606
H  -1.7389  3.2631  0.4693
H  -0.7454  4.1183  1.5892
H  -1.1422  4.8560  0.0047
H  -3.1126  4.2211  2.2569
H  -3.6053  6.6099  2.3387
H  -2.1787  6.9431  1.2641
H  -1.1729  8.2564  3.2293
H  -0.7628  7.2856  4.6944
H  -2.4324  7.7414  4.2103
H  -3.7555  4.0069  0.0180
H  -3.3029  5.4736  -0.3856
C  3.2163  4.0212  -1.7559
C  2.4850  5.0829  -2.6011
C  0.9014  4.8562  -2.6014
O  0.4925  3.5544  -3.0891
C  0.9232  3.2962  -4.4600
N  2.8764  6.4766  -2.3028
H  3.2421  4.3544  -0.7184
H  4.1885  3.7335  -2.1561
H  2.6668  3.0804  -1.7231
H  2.8522  4.8973  -3.6105
H  0.4081  5.7349  -3.0170
H  0.7347  4.9868  -1.5322
H  0.2834  2.4416  -4.6801
H  1.9846  3.0487  -4.4740
H  0.5967  4.1228  -5.0911
H  2.8593  6.7106  -1.3204
H  2.3484  7.1818  -2.7968
C  -1.5549  -4.7459  -2.4455
C  -1.2335  -5.2137  -1.0103
O  -2.3411  -5.2351  -0.1471
O  -2.4978  -5.6820  -2.9944
H  -0.7342  -4.6831  -3.1601
H  -2.0453  -3.7807  -2.3190
H  -0.4619  -4.6301  -0.5082
H  -0.8031  -6.2131  -1.0745
H  -2.8860  -6.0003  -0.3448
H  -3.1933  -5.8451  -2.3531
C  4.8485  -0.2683  3.6821
C  4.4806  -1.3533  2.7085
O  5.5461  -1.7587  1.8442
O  5.8004  -0.8039  4.5872
H  3.9824  -0.0049  4.2893
H  5.1983  0.6433  3.1977
H  3.6026  -0.9632  2.1937
H  4.1248  -2.1388  3.3752
H  6.2952  -1.8776  2.4327
H  6.6979  -0.6070  4.3091
C  5.3918  3.3337  5.6075
C  4.7329  3.2632  4.1999
O  3.5275  2.4927  4.2290
O  4.8518  4.3962  6.3576
H  6.4580  3.5473  5.5314
H  5.2652  2.3780  6.1161
H  5.4308  2.8498  3.4718
H  4.6217  4.3125  3.9265
H  2.7995  3.0836  4.4347
H  5.3863  4.5465  7.1407
C  3.4917  -4.7034  -2.2456
C  2.7363  -4.7665  -0.9243
O  2.4801  -6.0866  -0.5719
O  2.7922  -5.3433  -3.2766
H  4.4427  -5.2281  -2.1542
H  3.6736  -3.6663  -2.5277
H  1.8541  -4.1271  -0.9568
H  3.3810  -4.4479  -0.1051
H  1.6881  -6.1654  -0.0350
H  2.8425  -6.2660  -3.0164
C  -2.7818  2.3314  -2.5292
C  -2.8734  2.3120  -4.0571
O  -3.9922  1.4756  -4.4955
O  -3.9122  3.0248  -2.0916
H  -1.8430  2.8148  -2.2591
H  -2.8165  1.2871  -2.2188
H  -1.9610  1.8983  -4.4864
H  -3.0184  3.2755  -4.5459
H  -4.7623  2.0351  -4.6206
H  -4.6741  2.4425  -2.1369
C  -1.7026  -1.9198  4.5789
C  -2.3857  -0.7519  5.3620
O  -3.8016  -1.0546  5.4233
O  -1.5493  -1.6270  3.2138
H  -2.2697  -2.8400  4.7194
H  -0.6970  -2.1633  4.9219
H  -2.2354  0.1832  4.8225
H  -1.9570  -0.6651  6.3604
H  -4.0878  -1.3494  4.5557
H  -1.0178  -2.3439  2.8600
C  6.3635  0.0503  -0.8518
C  4.9480  -0.3956  -1.2278
O  4.6818  -1.6606  -0.6117
O  6.5319  0.4179  0.4261
H  6.5317  0.8472  -1.5762
H  6.9892  -0.7954  -1.1370
H  4.9476  -0.5950  -2.2994
H  4.2222  0.3973  -1.0470
H  4.8461  -1.7213  0.3322
H  6.0614  -0.2878  0.8759
C  -0.2604  2.6658  5.4697
C  0.3533  3.4919  4.3500
O  1.5249  4.2063  4.7036
O  0.4573  1.4651  5.5793
H  -1.3348  2.5125  5.3688
H  -0.3303  3.1950  6.4201
H  -0.2955  4.2557  3.9212
H  0.5707  2.7962  3.5396
H  1.8590  4.5539  3.8735
H  1.2922  1.7211  5.9781
C  -5.8797  -0.4800  -8.5955
O  -4.6122  -0.9184  -8.2475
C  -3.8408  0.2152  -7.9324
C  -2.5905  -0.2465  -7.1685
N  -2.8944  -0.8432  -5.8185
C  -1.6971  -1.1668  -5.0756
C  -0.7827  -2.3128  -5.7037
O  0.2774  -2.4103  -4.8175
C  1.3806  -3.1079  -5.3253
H  -5.8912  0.0348  -9.5562
H  -6.3682  0.1017  -7.8137
H  -6.5686  -1.3040  -8.7810
H  -4.3374  0.8164  -7.1708
H  -3.6137  0.8580  -8.7830
H  -2.0556  0.6877  -6.9975
H  -1.8795  -0.8579  -7.7242
H  -3.3770  -0.0797  -5.3664
H  -2.0729  -1.4975  -4.1074
H  -1.1550  -0.2441  -4.8686
H  -0.3519  -1.9935  -6.6527
H  -1.3461  -3.2368  -5.8341
H  1.8631  -2.5528  -6.1298
H  1.0048  -4.0516  -5.7209
H  2.1390  -3.3207  -4.5719

***

# 2
Density functional theory data (ωB97M-V with the def2-TZVPD basis set) for a structure of composition C42H26AsBClN3O11Zr.

Net charge: 0
Relative energy (zero: lowest compared OMol25 entry of this formula, charge and spin) in kJ/mol: 0.0
Frontier orbital gap in Ha: 0.298

Element x y z (Å)
Zr  -0.5433  -0.4740  1.2351
O  4.6632  2.9303  2.4163
C  3.5298  2.2407  2.1983
C  2.3052  2.6145  2.7544
C  1.2080  1.8360  2.4629
N  1.3007  0.7686  1.6868
C  2.4640  0.3939  1.1648
C  3.6193  1.1014  1.3931
C  2.3336  -0.9016  0.3840
O  3.1852  -1.2884  -0.3703
O  1.1842  -1.4900  0.6514
C  -0.1928  2.0305  3.0049
O  -0.4577  2.9113  3.7837
O  -1.0118  1.1244  2.5362
H  4.4877  3.6985  2.9721
H  2.1941  3.4751  3.4019
H  4.5592  0.7882  0.9624
O  -4.3194  3.1906  -1.7317
C  -5.0491  2.5371  -0.8404
O  -6.2385  2.6936  -0.7458
C  -4.3396  1.5506  0.0266
C  -4.9257  0.8317  1.0567
Cl  -6.4862  0.8945  1.7053
N  -4.0129  -0.0295  1.5527
N  -2.8575  0.0817  0.8792
C  -3.0281  1.0501  -0.0085
C  -1.7992  1.4670  -0.7489
O  -1.8009  2.4109  -1.5168
O  -0.7640  0.7447  -0.4510
C  -4.1244  -0.8141  2.7511
C  -3.5186  -0.3397  3.9040
C  -3.6183  -1.0910  5.0646
C  -4.3220  -2.2879  5.0610
C  -4.9383  -2.7361  3.9016
C  -4.8434  -1.9936  2.7344
H  -3.3535  2.9693  -1.6704
H  -2.9628  0.5886  3.8735
H  -3.1441  -0.7402  5.9716
H  -4.3948  -2.8723  5.9689
H  -5.4944  -3.6641  3.9039
H  -5.3285  -2.3141  1.8233
C  -0.3163  -5.3042  -5.6575
C  0.8400  -4.8168  -5.0674
C  0.7612  -3.8028  -4.1220
C  -0.4747  -3.2804  -3.7524
C  -1.6318  -3.7724  -4.3472
C  -1.5503  -4.7791  -5.2986
As  -0.4581  -1.8935  -2.3699
C  -2.3025  -1.2861  -2.5569
C  -2.7678  -0.2870  -3.3987
C  -4.1172  0.0486  -3.3928
C  -4.9972  -0.6183  -2.5478
C  -4.5352  -1.6128  -1.6973
C  -3.1847  -1.9469  -1.6938
C  -2.5462  -2.9457  -0.8096
C  -3.2051  -3.8021  0.0685
C  -2.4787  -4.7094  0.8207
C  -1.0936  -4.7744  0.7084
C  -0.4276  -3.9328  -0.1687
C  -1.1547  -3.0283  -0.9352
H  -0.2568  -6.0901  -6.3994
H  1.8051  -5.2197  -5.3465
H  1.6687  -3.4146  -3.6726
H  -2.6006  -3.3736  -4.0702
H  -2.4544  -5.1554  -5.7604
H  -2.0846  0.2404  -4.0534
H  -4.4813  0.8383  -4.0370
H  -6.0456  -0.3470  -2.5406
H  -5.2297  -2.1203  -1.0370
H  -4.2840  -3.7836  0.1453
H  -2.9931  -5.3693  1.5076
H  -0.5357  -5.4795  1.3108
H  0.6505  -3.9770  -0.2584
O  0.0637  -1.4034  3.3613
B  -1.0380  -2.1486  2.8218
O  -1.3654  -3.1516  3.7166
C  -0.5170  -3.0191  4.7922
C  -0.4717  -3.7757  5.9407
C  0.4997  -3.4294  6.8788
C  1.3788  -2.3732  6.6621
C  1.3242  -1.6121  5.4953
C  0.3592  -1.9663  4.5833
H  -1.1570  -4.5965  6.0998
H  0.5718  -3.9977  7.7963
H  2.1203  -2.1365  7.4129
H  2.0000  -0.7877  5.3136

***

# 3
Density functional theory data (ωB97M-V with the def2-TZVPD basis set) for a structure of composition C42H30BaBr5N8O3S2Se2.

Net charge: -1
Relative energy (zero: lowest compared OMol25 entry of this formula, charge and spin) in kJ/mol: 34.4
Frontier orbital gap in Ha: 0.150

Element x y z (Å)
Ba  -0.0588  -0.1338  0.0574
Se  -1.2292  4.7031  -1.3068
Se  -2.9803  3.1145  -1.4063
C  -2.0684  2.1166  -2.7456
C  -1.8979  2.5991  -4.0479
C  -1.4702  1.6982  -4.9930
C  -1.2451  0.3647  -4.6501
C  -1.2266  0.0379  -3.3029
N  -1.5950  0.9234  -2.3526
C  -1.2319  4.4974  0.6123
C  -2.1553  5.2555  1.3151
C  -2.1167  5.3116  2.6776
C  -1.1899  4.5185  3.3650
C  -0.3068  3.7505  2.6392
N  -0.3525  3.7286  1.2631
H  -2.0502  3.6642  -4.3101
H  -1.2556  2.0068  -6.0535
H  -0.9312  -0.4523  -5.3619
H  -0.9499  -0.9376  -2.9137
H  -2.8698  5.8523  0.7548
H  -2.8198  5.9257  3.2084
H  -1.0364  4.5252  4.4129
H  0.4638  3.1561  3.0955
Br  5.4381  -1.4690  5.2810
C  3.8186  -0.8142  4.4937
C  2.8985  0.0633  5.1948
Br  3.3713  0.9963  6.8111
C  1.7116  0.4378  4.5801
Br  0.3224  1.3392  5.5347
C  1.3792  0.2258  3.2093
O  0.4699  0.8582  2.5812
C  2.1743  -0.8081  2.6090
O  1.7732  -1.4155  1.5495
C  3.4777  -1.1313  3.2104
Br  4.6986  -1.8941  2.0534
S  -3.3242  -4.5527  -0.9147
C  -3.2824  -3.7209  -2.4239
C  -2.6723  -2.5020  -2.3392
C  -1.9229  -2.2845  -1.1143
C  -2.1724  -3.3514  -0.2677
C  -1.7385  -3.4085  1.1151
C  -1.9130  -4.5645  1.8982
C  -1.4149  -4.6443  3.1828
C  -0.9929  -3.4506  3.7524
C  -0.9164  -2.3191  2.9651
N  -1.2753  -2.2946  1.6724
H  -3.8543  -4.0496  -3.2942
H  -2.8220  -1.7437  -3.0845
H  -2.3598  -5.4259  1.4213
H  -1.5310  -5.5418  3.7579
H  -0.6670  -3.4242  4.7899
H  -0.4906  -1.4324  3.4208
Br  -4.6409  -0.0601  -0.9693
C  -4.1630  0.1187  0.9494
C  -5.2223  -0.1401  1.8836
C  -5.0798  0.3218  3.1717
C  -3.8630  0.9065  3.5631
C  -2.8484  0.9494  2.6668
N  -3.0165  0.5068  1.3952
H  -6.1423  -0.6713  1.6352
H  -5.8347  0.1410  3.9166
H  -3.8141  1.3246  4.5347
H  -1.8604  1.2711  2.9490
N  2.4346  -6.0348  -4.0948
C  2.2238  -4.9057  -4.8580
S  2.6201  -4.9111  -6.4582
C  1.7005  -3.7687  -4.0171
C  1.1968  -3.9338  -2.7097
C  1.0989  -2.8506  -1.8322
N  1.4733  -1.5982  -2.1004
C  1.9774  -1.4273  -3.3674
C  2.0544  -2.4160  -4.2986
H  2.5046  -6.9136  -4.6021
H  2.9286  -5.9611  -3.2004
H  0.8888  -4.9370  -2.3243
H  0.7583  -3.0805  -0.8045
H  2.2253  -0.3931  -3.6512
H  2.3956  -2.0849  -5.3110
N  2.6492  5.6299  -0.7342
C  3.7856  4.8755  -1.0491
O  4.7996  5.3722  -1.5715
C  3.5727  3.4150  -0.9287
C  4.6176  2.6158  -1.3564
C  4.5234  1.2526  -1.1871
C  3.3043  0.7048  -0.7701
N  2.1854  1.4463  -0.5911
C  2.3331  2.8076  -0.6305
H  2.9560  6.6006  -0.7126
H  2.0857  5.3410  0.0779
H  5.5266  2.9971  -1.7771
H  5.3752  0.5648  -1.2775
H  3.2565  -0.3671  -0.6852
H  1.4238  3.3883  -0.4752

***

# 4
Density functional theory data (ωB97M-V with the def2-TZVPD basis set) for a structure of composition C42H30Cl2F6N3O6P2S2Sc.

Net charge: 0
Relative energy (zero: lowest compared OMol25 entry of this formula, charge and spin) in kJ/mol: 107.3
Frontier orbital gap (spin up / spin down) in Ha: 0.169 / 0.157

Element x y z (Å)
Sc  -0.0237  -0.5439  0.4803
C  -0.4647  -2.6506  -2.5161
P  -1.7074  -1.4474  -1.9259
C  -3.1788  -2.3925  -1.4512
C  -4.4801  -1.8869  -1.7225
C  -5.6191  -2.4234  -1.1061
C  -5.5228  -3.3043  -0.0243
C  -4.2598  -3.7777  0.3057
C  -3.1283  -3.3204  -0.3985
C  -1.9600  -0.4789  -3.4360
C  -1.1957  0.6915  -3.6891
C  -1.3572  1.4389  -4.8672
C  -2.3066  1.0498  -5.8076
C  -3.0718  -0.0913  -5.5735
C  -2.8957  -0.8565  -4.4201
C  0.8765  -1.9440  -2.4850
C  1.8374  -2.0958  -3.5051
C  2.8497  -1.1785  -3.2090
C  2.5026  -0.5563  -1.9876
C  3.3838  0.4393  -1.2332
P  2.5635  2.0662  -1.0640
C  3.7685  3.2106  -1.6886
C  4.2809  4.2108  -0.8506
C  5.3921  4.9424  -1.2224
C  5.9525  4.7883  -2.5012
C  5.3676  3.8689  -3.3836
C  4.2739  3.1204  -3.0036
C  2.5721  2.4491  0.6842
C  3.4983  2.1084  2.8809
C  2.7184  2.7002  3.8218
C  1.7047  3.7179  3.7865
C  0.7894  3.9391  2.7944
C  0.5113  3.0339  1.7313
N  1.3088  -1.0439  -1.5274
H  -0.6521  -2.9388  -3.5684
H  -0.4272  -3.5618  -1.8916
H  -4.6224  -1.1207  -2.4804
H  -6.6047  -2.1047  -1.4259
H  -6.3873  -3.6581  0.5067
H  -4.1041  -4.4752  1.1284
H  -2.1690  -3.7292  -0.1302
H  -0.4759  1.0429  -2.9434
H  -0.7487  2.3088  -5.0036
H  -2.4319  1.6168  -6.7196
H  -3.8592  -0.3792  -6.2462
H  -3.4740  -1.7517  -4.2412
H  1.8063  -2.8124  -4.3176
H  3.7148  -0.9822  -3.8287
H  4.3182  0.5982  -1.8427
H  3.6656  0.0068  -0.2432
H  3.7806  4.4159  0.1052
H  5.8314  5.6391  -0.4960
H  6.8129  5.3728  -2.8237
H  5.7631  3.7386  -4.3801
H  3.8356  2.4007  -3.6860
H  4.2337  1.4032  3.2541
H  2.9423  2.3098  4.8154
H  1.6277  4.3042  4.7055
H  0.2039  4.8702  2.8540
H  -0.3578  3.3485  1.1963
F  -4.1317  -0.1398  2.9356
C  -3.8106  1.0431  3.5537
F  -3.9306  0.9370  4.8839
F  -4.5759  2.0434  3.0486
S  -1.9361  1.5848  3.2711
O  1.0463  0.7085  1.4785
O  -1.8285  2.7831  4.1443
N  -2.2247  2.1830  1.7036
S  -2.1781  1.2080  0.4837
O  -2.1719  -0.2743  0.8233
O  -1.0451  1.4626  -0.4538
C  -3.8090  1.5935  -0.5165
F  -4.0436  2.9455  -0.5467
F  -3.7249  1.1344  -1.8225
F  -4.9017  0.9859  0.0783
Cl  2.5045  -4.7227  0.0289
C  1.7666  -4.2683  1.5109
C  2.1983  -4.9530  2.6349
C  1.7405  -4.7052  3.9232
Cl  2.2191  -5.6272  5.2917
C  0.8181  -3.6525  4.1275
C  0.2272  -3.3069  5.3781
C  -0.7014  -2.2831  5.3904
C  -1.0556  -1.6394  4.1656
N  -0.5107  -1.9055  3.0082
C  0.3312  -2.9297  2.9638
C  0.7610  -3.2398  1.6095
O  0.2494  -2.5692  0.6181
H  2.9749  -5.7091  2.5123
H  0.5582  -3.8388  6.2665
H  -1.2180  -1.9998  6.2897
H  -1.8397  -0.8810  4.1718
O  3.6651  2.3891  1.5502
C  1.3756  1.9975  1.3108

***

no.,energy (Ha)
1,-3729.41408
2,-5376.24935
3,-20777.16523
4,-5993.46242